{"formula": "C2H3BrO", "method": "ωB97M-V with the def2-TZVPD basis set", "species": ["Br", "C", "C", "O", "H", "H", "H"], "coordinates": [[2.001943, 0.693056, -0.835419], [0.140809, 0.276925, -0.668936], [-0.473062, -0.384000, 0.749464], [-0.552791, 0.983913, 0.244880], [-0.238304, 0.032453, -1.566097], [-1.275425, -1.036005, 0.566670], [0.396831, -0.566342, 1.509436]], "atomic_forces_ev_per_a": [[0.08, -0.05, 0.08], [0.96, -1.44, 5.61], [5.12, 2.08, -2.49], [-1.23, 0.14, 0.91], [-1.62, -0.64, -2.96], [-1.15, -0.45, 0.25], [-2.15, 0.36, -1.39]], "smiles": "Br[C@H]1CO1", "orbital_gap_ha": 0.394, "e_tot_ev": -74210.13884, "mol_weight_g_mol": 122.9}